No. 1
117
Properties=species:S:1:pos:R:3:forces:R:3 method="wB97M-V/def2-TZVPD" gap_ev=9.47 fmax_ev_per_a=8.1 relative_energy_kcal_mol=202.7 charge=0
C 1.034 0.756 -2.215 -1.1 0.1 0.3
C 0.332 0.148 -0.943 0.7 0.8 -1.0
C -0.860 -0.804 -1.111 -0.4 0.1 -0.9
O -1.681 -0.881 0.022 -0.2 -0.3 1.4
C -1.316 -1.826 1.009 -0.2 -0.2 0.2
N 1.419 -0.491 -0.224 0.0 -0.5 -0.1
H 1.638 1.629 -1.971 0.5 -0.3 0.7
H 0.343 1.285 -2.872 -0.4 -0.8 -0.4
H 1.659 0.014 -2.712 -0.2 0.1 -0.2
H 0.015 1.027 -0.381 -0.7 0.1 0.1
H -0.587 -1.808 -1.436 0.6 -0.2 0.1
H -1.603 -0.505 -1.850 0.5 0.6 -0.5
H -0.342 -1.633 1.458 0.0 0.1 0.1
H -1.325 -2.855 0.650 0.2 -0.1 -0.5
H -2.064 -1.837 1.801 0.0 0.5 0.0
H 1.121 -0.725 0.712 0.4 0.2 0.2
H 2.169 0.186 -0.225 0.3 -0.2 0.6
C 8.870 4.150 1.501 0.4 1.4 -0.5
C 8.437 3.385 0.288 0.2 -1.0 0.4
O 7.275 2.657 0.615 -1.4 0.0 -1.0
H 9.959 4.156 1.544 0.0 -0.1 0.7
H 8.318 3.851 2.392 0.6 -0.3 0.1
H 8.575 5.181 1.305 0.1 0.2 0.4
H 9.199 2.687 -0.061 0.3 0.0 0.0
H 8.267 4.087 -0.528 -0.6 -0.4 -0.1
H 7.415 2.005 1.305 0.5 0.2 0.0
C 8.489 1.306 -5.677 0.4 -0.1 -0.8
C 9.912 1.691 -6.182 -2.3 -2.0 0.5
O 10.056 3.039 -5.914 1.2 0.6 0.1
H 8.456 1.145 -4.599 0.1 0.0 -0.1
H 8.133 0.420 -6.202 0.1 -0.2 0.2
H 7.763 2.084 -5.916 0.2 0.2 0.0
H 10.044 1.421 -7.230 -0.2 0.4 -0.4
H 10.595 1.012 -5.673 0.5 0.4 0.4
H 11.007 3.156 -5.975 0.1 0.8 0.1
C -7.833 -5.467 -0.720 1.3 1.0 -0.8
C -8.065 -4.791 0.621 -0.7 -1.0 -0.4
O -9.320 -5.320 1.060 -0.1 0.4 0.7
H -8.460 -4.973 -1.462 -0.4 -0.5 0.1
H -7.921 -6.553 -0.755 -0.5 0.1 0.4
H -6.838 -5.285 -1.127 0.4 0.2 0.2
H -8.182 -3.712 0.514 0.0 -0.1 0.0
H -7.315 -4.983 1.389 0.3 0.0 -0.1
H -9.123 -6.226 1.308 -0.3 -0.1 0.1
C 0.366 4.636 6.089 1.0 -0.1 0.7
C 0.784 6.062 6.486 0.1 -0.8 -1.5
O 0.796 6.213 7.897 -0.3 0.3 -0.5
H 1.217 4.002 6.338 -0.1 -0.3 0.4
H 0.282 4.433 5.022 -0.5 0.6 -0.1
H -0.483 4.300 6.685 -0.1 0.0 -0.3
H 0.182 6.782 5.933 -0.5 0.3 0.5
H 1.772 6.217 6.054 0.4 0.1 0.3
H 0.279 7.003 8.070 0.1 0.0 0.3
C -5.101 3.703 1.475 -2.5 2.5 0.6
O -5.891 4.609 1.752 0.8 -0.1 -0.6
N -4.425 3.512 0.361 1.6 -0.2 -3.1
N -4.853 2.725 2.305 0.4 -2.9 3.1
H -3.846 2.684 0.358 0.1 0.5 -0.5
H -4.301 4.177 -0.389 -0.4 -0.1 0.4
H -4.406 1.876 1.988 -0.1 0.2 0.4
H -5.266 2.739 3.226 0.0 -0.1 -0.4
C 0.342 9.036 -0.673 2.7 -0.3 2.8
O 1.375 9.008 -0.014 0.2 0.1 -0.5
N 0.229 8.886 -1.975 -0.2 -0.4 -2.6
N -0.840 9.208 -0.109 -3.2 0.3 1.1
H 0.971 8.414 -2.472 -0.3 0.1 0.0
H -0.746 8.763 -2.208 0.7 -0.2 -1.2
H -0.969 9.270 0.890 0.3 -0.1 -0.3
H -1.615 8.867 -0.661 -0.3 0.3 0.7
C -7.351 0.946 -6.198 3.6 -3.6 -1.2
O -6.321 0.280 -6.308 0.2 0.0 0.4
N -7.490 1.957 -5.415 -0.3 3.6 2.6
N -8.425 0.638 -6.862 -3.9 -0.3 -2.2
H -8.312 2.527 -5.554 0.4 0.2 0.8
H -6.837 2.064 -4.651 -0.3 0.4 -0.4
H -8.507 -0.141 -7.498 0.4 0.4 0.2
H -9.170 1.319 -6.825 -0.2 -0.7 -0.3
C 2.626 -6.348 -1.706 -2.4 -2.8 -3.2
O 1.956 -7.188 -2.304 0.1 0.2 0.3
N 3.125 -5.262 -2.257 0.4 3.3 -2.8
N 3.027 -6.395 -0.488 1.4 -0.8 4.7
H 2.777 -5.107 -3.193 0.0 0.3 0.1
H 3.098 -4.460 -1.644 0.1 0.3 -0.4
H 3.812 -5.762 -0.428 0.2 -0.7 1.2
H 3.065 -7.305 -0.051 0.0 0.3 0.2
C 1.807 -7.538 5.924 -0.1 1.2 -0.9
O 2.895 -7.494 6.339 5.3 -0.6 2.1
N 1.322 -8.428 5.117 -0.5 -5.3 -2.6
N 0.983 -6.552 5.972 -4.2 4.0 1.1
H 0.344 -8.536 4.889 0.5 -0.1 -0.1
H 1.976 -9.170 4.912 -0.6 -0.3 0.0
H 0.045 -6.872 5.776 -0.2 1.5 0.1
H 1.218 -5.616 6.268 -0.2 -0.5 0.3
C -5.531 -1.761 9.450 -0.8 1.6 -2.4
O -5.625 -1.188 8.387 -0.1 0.6 -1.4
N -4.382 -2.055 9.986 3.5 -1.1 1.8
N -6.582 -2.092 10.169 -1.4 -1.0 1.5
H -4.339 -2.581 10.847 0.3 0.2 -0.3
H -3.524 -1.748 9.549 -0.4 -0.1 0.1
H -7.476 -1.777 9.820 0.1 -0.1 0.6
H -6.316 -2.301 11.121 -1.4 0.1 0.1
C -3.846 -10.354 -1.268 -5.0 -1.3 1.3
O -4.893 -10.931 -1.087 -1.8 -1.9 1.3
N -3.395 -9.474 -0.427 2.3 2.7 2.3
N -3.283 -10.431 -2.398 4.0 0.3 -4.6
H -2.832 -8.766 -0.876 0.0 0.3 1.0
H -3.946 -9.281 0.397 0.1 0.1 -0.4
H -3.544 -11.137 -3.071 0.2 0.4 0.2
H -2.501 -9.797 -2.480 0.3 -0.8 -1.1
C 5.459 7.312 -7.465 -1.6 1.1 5.2
O 4.578 8.099 -7.272 -1.7 1.8 -0.2
N 6.093 6.688 -6.463 0.9 -1.2 2.5
N 5.973 6.922 -8.537 2.3 -1.9 -7.5
H 5.848 6.855 -5.498 0.1 -0.2 -0.4
H 6.785 6.007 -6.740 0.0 0.2 1.1
H 5.656 7.275 -9.428 0.0 -0.3 0.2
H 6.447 6.031 -8.492 0.0 0.4 -0.8



No. 2
130
Properties=species:S:1:pos:R:3:forces:R:3 method="wB97M-V/def2-TZVPD" gap_ev=6.80 fmax_ev_per_a=8.3 relative_energy_kcal_mol=159.7 charge=0
C -16.980 -3.476 -28.665 -0.7 -1.7 2.1
C -16.206 -2.287 -29.042 1.0 -0.5 -1.7
C -15.071 -1.992 -28.101 0.0 2.9 1.1
O -14.606 -0.594 -28.299 -0.1 -1.3 -0.3
C -13.636 -0.217 -27.333 -0.3 -0.2 0.3
N -15.603 -2.609 -30.345 0.3 1.3 -0.5
H -17.689 -3.248 -27.870 -0.5 0.0 -0.1
H -16.344 -4.240 -28.217 0.3 -0.2 0.0
H -17.438 -4.009 -29.499 -0.3 0.5 -0.1
H -16.927 -1.474 -29.130 0.5 0.5 -0.1
H -14.204 -2.648 -28.177 -0.2 -0.2 -0.3
H -15.404 -1.984 -27.063 -0.2 -0.4 0.3
H -13.267 0.795 -27.500 -0.1 -0.1 -0.5
H -12.795 -0.911 -27.328 0.2 -0.1 -0.1
H -14.067 -0.211 -26.332 -0.1 -0.2 0.3
H -16.318 -2.587 -31.057 0.0 0.2 -0.3
H -15.301 -3.572 -30.378 0.0 -0.1 0.4
C -18.492 -5.097 -32.667 -0.3 1.3 -1.2
C -18.681 -4.019 -33.841 0.7 -0.2 1.0
C -17.436 -3.168 -34.083 1.3 0.6 -0.1
O -17.016 -2.211 -33.036 -0.6 -0.5 -1.9
C -16.692 -0.921 -33.632 -0.7 0.2 2.0
N -19.075 -4.614 -35.144 -0.1 0.1 1.6
H -18.207 -6.078 -33.047 0.2 0.1 -0.1
H -19.409 -5.223 -32.091 -0.2 0.0 -0.1
H -17.726 -4.708 -31.996 0.1 -0.2 0.0
H -19.392 -3.277 -33.478 -0.6 -0.2 -0.2
H -17.584 -2.608 -35.006 -0.5 0.4 0.1
H -16.565 -3.758 -34.367 0.2 -0.5 0.5
H -16.228 -0.942 -34.618 0.2 -0.2 0.3
H -16.155 -0.408 -32.834 0.8 -0.2 -0.4
H -17.559 -0.261 -33.585 -0.7 -0.3 -0.9
H -18.650 -4.071 -35.883 0.0 -0.2 -0.3
H -18.693 -5.549 -35.139 0.1 -0.1 -0.5
C -15.557 -6.345 -31.572 0.3 1.0 -0.8
O -15.319 -5.275 -30.997 -0.1 -0.7 -0.2
N -15.266 -6.623 -32.849 0.3 0.1 0.7
N -16.269 -7.308 -31.008 -1.7 -0.7 2.0
H -15.834 -7.396 -33.166 0.7 0.6 -1.1
H -14.780 -5.865 -33.306 0.2 -0.2 -1.3
H -16.751 -6.961 -30.190 0.7 -1.0 0.5
H -16.323 -8.274 -31.296 0.1 0.4 0.1
C -16.062 2.371 -30.084 0.9 -2.1 3.9
O -15.134 2.936 -29.577 2.9 1.5 1.0
N -16.923 2.883 -30.829 -4.0 4.4 -5.4
N -16.494 1.215 -29.654 0.3 -3.6 1.3
H -17.748 2.347 -31.054 -0.1 0.6 -0.1
H -16.859 3.888 -30.916 -0.4 -0.3 -0.5
H -15.946 0.776 -28.928 -0.1 -0.5 -0.4
H -17.316 0.819 -30.089 0.1 -0.4 0.6
C -11.643 -1.676 -24.953 0.9 1.5 -0.8
O -11.627 -0.485 -24.986 0.5 3.4 -0.5
N -10.848 -2.476 -25.536 5.5 -1.8 -3.3
N -12.555 -2.345 -24.434 -6.8 -2.2 4.2
H -10.962 -3.466 -25.372 0.9 0.5 -0.5
H -10.113 -1.965 -26.004 0.6 -1.2 -0.2
H -13.256 -1.677 -24.144 -1.2 -0.8 1.1
H -12.439 -3.309 -24.156 -0.7 0.6 0.2
C -12.704 -4.376 -33.424 1.3 1.0 5.8
O -13.490 -4.697 -34.243 -3.7 -0.9 -2.6
N -12.860 -4.112 -32.076 -2.6 0.0 -0.4
N -11.428 -4.313 -33.602 5.3 -0.1 -2.9
H -13.799 -4.122 -31.705 0.3 0.0 0.1
H -12.097 -3.807 -31.489 -0.3 -0.1 0.0
H -10.748 -4.208 -32.863 -0.4 0.1 -0.2
H -11.068 -4.497 -34.527 0.0 0.1 0.2
C -18.194 -7.189 -27.965 1.9 1.9 -2.6
O -16.993 -7.215 -27.989 2.1 -0.7 0.6
N -18.966 -7.299 -26.948 -3.0 -1.0 4.3
N -18.843 -6.803 -29.068 -2.4 0.7 -3.2
H -19.965 -7.229 -27.077 0.4 0.0 0.3
H -18.613 -7.326 -26.002 0.1 -0.2 -0.4
H -19.838 -6.655 -29.151 0.1 -0.2 0.5
H -18.411 -6.538 -29.942 0.4 -0.3 0.5
C -11.072 -4.435 -28.670 -2.5 1.1 -5.8
O -11.036 -4.245 -29.908 0.0 -0.1 1.5
N -12.178 -4.489 -27.960 -3.1 0.1 1.8
N -10.039 -4.635 -27.974 5.8 -1.0 3.6
H -13.063 -4.124 -28.282 0.4 -0.3 -0.4
H -12.077 -4.505 -26.955 -0.4 0.0 -0.3
H -10.111 -4.758 -26.974 0.3 -0.1 -0.4
H -9.109 -4.633 -28.369 -0.4 0.0 -0.1
C -11.833 3.509 -30.590 1.8 2.0 -0.2
O -10.824 4.047 -30.971 2.8 1.2 -1.4
N -12.903 4.242 -30.385 -2.9 -0.2 0.8
N -11.767 2.227 -30.267 -1.3 -1.3 0.7
H -13.679 3.754 -29.961 -0.5 0.6 -0.2
H -13.006 5.202 -30.682 0.6 -0.5 0.0
H -10.820 1.886 -30.341 -0.7 -0.6 -0.1
H -12.651 1.769 -30.094 0.6 -0.8 0.1
C -16.238 -0.297 -24.110 5.0 0.2 2.0
O -15.032 -0.393 -23.777 0.2 1.2 -0.7
N -16.851 0.851 -24.299 -0.9 2.1 -0.6
N -16.841 -1.416 -24.188 -4.0 -3.9 -0.7
H -16.201 1.622 -24.344 -0.4 0.1 0.3
H -17.794 1.006 -23.971 0.2 0.0 -0.3
H -16.314 -2.263 -24.030 -0.2 0.4 0.0
H -17.797 -1.480 -24.510 0.1 -0.3 -0.2
C -20.249 -3.636 -25.597 0.8 2.0 -1.3
O -19.764 -2.611 -25.990 1.5 2.5 -0.8
N -20.775 -4.494 -26.396 -1.9 -3.3 -3.1
N -20.302 -3.954 -24.360 0.0 -0.9 5.2
H -20.615 -4.354 -27.384 -0.3 -0.2 0.2
H -21.303 -5.260 -26.004 0.1 0.1 -0.7
H -20.701 -4.831 -24.058 0.2 0.5 0.4
H -19.977 -3.236 -23.728 -0.2 -0.5 0.3
C -19.797 -0.179 -31.163 2.3 0.6 -0.7
O -19.061 0.705 -30.787 1.9 1.4 0.9
N -19.358 -1.356 -31.594 -0.8 -2.1 -0.1
N -21.050 0.104 -31.316 -4.7 0.1 -0.3
H -20.078 -2.027 -31.821 0.4 -0.1 -0.2
H -18.410 -1.585 -31.853 0.2 0.2 0.1
H -21.741 -0.568 -31.618 0.2 0.2 0.0
H -21.389 1.020 -31.057 0.3 -0.3 0.1
C -11.498 3.035 -25.067 0.9 0.0 -0.9
O -11.321 4.206 -24.963 0.8 2.9 0.6
N -12.630 2.426 -24.989 -6.1 -1.6 0.7
N -10.627 2.094 -25.372 3.8 -0.8 -0.6
H -12.658 1.427 -25.138 -0.5 0.3 0.3
H -13.508 2.924 -24.981 0.4 0.0 0.1
H -9.674 2.394 -25.520 -0.2 -0.5 -0.2
H -11.005 1.191 -25.621 1.1 0.1 0.1
C -12.524 -0.700 -31.965 1.0 3.0 -4.7
O -11.787 -0.221 -32.855 -0.3 -0.9 1.4
N -12.202 -1.155 -30.813 4.3 -1.7 4.7
N -13.821 -0.705 -32.000 -4.8 0.1 -1.6
H -11.263 -0.894 -30.547 -0.1 -0.5 0.4
H -12.889 -1.320 -30.091 0.2 0.3 -0.1
H -14.362 -0.408 -32.799 0.8 -0.2 0.0
H -14.243 -1.408 -31.410 -0.9 0.1 0.0



No. 3
118
Properties=species:S:1:pos:R:3:forces:R:3 method="wB97M-V/def2-TZVPD" gap_ev=8.95 fmax_ev_per_a=9.6 relative_energy_kcal_mol=17.9 charge=0
C 1.091 4.683 2.567 -0.4 2.8 2.0
C 1.235 3.570 3.559 0.9 0.2 0.3
O 1.335 2.411 2.777 0.7 -1.4 0.8
H 0.057 4.904 2.384 -0.7 -0.3 -0.4
H 1.613 4.711 1.642 0.7 -0.8 -0.7
H 1.375 5.611 3.074 0.2 0.2 0.1
H 0.375 3.523 4.236 0.0 0.0 -0.1
H 2.153 3.623 4.210 -0.8 0.4 -0.6
H 2.246 2.079 2.931 -1.2 -0.3 -0.7
C 0.779 0.597 -3.823 1.4 3.2 -0.8
C 0.888 0.286 -5.323 1.7 -1.1 1.4
O 0.331 -1.008 -5.427 -1.6 -0.2 -1.9
H -0.239 0.666 -3.523 -0.6 -0.3 0.0
H 1.213 1.615 -3.557 -0.4 -1.1 -0.4
H 1.345 -0.094 -3.236 0.1 -0.8 0.3
H 1.976 0.197 -5.611 -1.0 0.6 0.1
H 0.369 0.949 -6.028 0.1 -0.2 0.4
H 0.840 -1.690 -5.014 0.7 -0.2 0.5
C 2.274 -6.232 -0.324 -0.3 -1.8 1.1
C 1.157 -5.332 -0.647 -0.1 1.2 -1.1
O 1.529 -4.020 -0.267 0.4 -0.8 -0.3
H 1.779 -7.240 -0.287 1.2 0.4 -0.5
H 2.637 -6.084 0.712 -0.1 0.1 -0.5
H 3.096 -6.113 -1.020 0.2 -0.4 -0.1
H 0.276 -5.633 -0.115 -0.8 -0.2 0.4
H 0.920 -5.333 -1.739 0.1 -0.2 0.7
H 0.956 -3.429 -0.744 -0.6 1.3 0.0
C -1.817 2.792 -4.583 1.8 -0.8 0.8
C -1.076 4.099 -4.432 0.4 1.2 0.2
O 0.232 3.824 -3.814 -1.5 0.3 -1.4
H -1.148 2.114 -5.152 -0.8 0.4 -0.1
H -2.766 2.933 -5.016 -1.1 0.1 -0.9
H -1.986 2.258 -3.638 0.1 0.4 0.0
H -1.616 4.887 -3.830 0.3 -0.9 -0.2
H -0.963 4.578 -5.434 0.2 -0.5 0.6
H 0.740 4.634 -3.873 0.3 0.2 0.3
C -3.210 -0.198 1.366 -7.6 -0.3 5.8
O -4.385 -0.355 2.057 5.4 0.6 -3.5
N -2.056 -0.247 1.974 3.6 0.1 1.9
N -3.160 0.198 0.127 -0.9 0.9 -4.6
H -1.952 -0.346 3.013 -0.9 0.3 -1.0
H -1.127 -0.073 1.497 -1.7 -0.2 0.6
H -3.989 0.153 -0.498 0.7 -0.4 1.3
H -2.252 0.104 -0.392 -1.1 0.1 0.4
C 3.803 0.899 3.826 -2.5 -2.8 3.8
O 3.170 0.135 4.731 2.9 2.8 -3.6
N 4.689 1.807 4.154 2.6 1.9 4.2
N 3.543 0.907 2.538 -0.9 -1.3 -0.8
H 5.008 1.884 5.173 -1.0 -0.2 -2.3
H 5.100 2.478 3.522 -0.1 -0.4 -0.1
H 3.091 0.087 2.179 -0.8 -0.7 -0.5
H 3.982 1.517 1.899 0.7 0.4 -0.7
C -0.218 -0.649 -0.481 3.9 -7.8 -0.8
O -0.006 -1.918 -0.789 -1.4 4.4 1.1
N -0.884 0.127 -1.229 -3.3 1.1 -5.9
N 0.329 -0.048 0.524 1.9 1.1 3.4
H -1.065 -0.313 -2.179 0.3 0.8 1.5
H -0.728 1.135 -1.240 0.3 0.0 -0.2
H 0.895 -0.590 1.194 -0.1 -0.1 -0.2
H 0.244 0.985 0.595 0.2 -0.7 0.2
C 0.238 3.121 -0.543 6.9 4.2 0.7
O 1.444 3.762 -0.739 -5.8 -3.3 1.0
N -0.626 2.820 -1.435 -1.0 0.3 -5.5
N -0.228 2.690 0.610 -1.5 -0.3 3.9
H -0.341 3.129 -2.364 -0.1 0.0 0.1
H -1.628 2.787 -1.235 0.0 0.3 0.2
H 0.263 2.928 1.482 -0.3 -0.4 -0.8
H -1.269 2.446 0.709 2.4 0.7 -0.3
C 2.755 -2.577 2.603 -2.9 4.2 -3.6
O 2.060 -1.543 2.010 3.0 -3.9 2.5
N 3.631 -2.376 3.528 2.2 0.5 4.2
N 2.720 -3.790 2.155 -1.2 -2.7 -1.7
H 3.561 -1.482 4.033 -0.1 -0.2 0.1
H 3.995 -3.195 4.085 -0.6 1.5 -1.2
H 2.290 -3.972 1.243 -0.4 0.3 0.1
H 3.081 -4.602 2.635 0.2 0.6 0.1
C -3.011 -1.326 -3.069 -0.9 -1.9 0.4
O -1.748 -1.407 -3.620 0.8 0.9 -0.9
H -3.364 -0.314 -2.931 -0.4 0.3 -0.1
H -2.905 -1.844 -2.121 -0.4 0.3 0.7
H -3.658 -2.002 -3.652 -0.5 0.8 0.2
H -1.849 -1.397 -4.577 0.8 0.1 -0.1
C -1.252 -3.673 1.725 1.3 -0.8 1.2
O -2.006 -2.818 2.498 -1.5 1.2 0.3
H -0.255 -3.294 1.816 1.2 -0.3 -0.6
H -1.519 -3.730 0.714 -0.6 0.2 -1.7
H -1.247 -4.726 2.081 -0.3 0.6 0.3
H -1.973 -1.883 2.112 0.0 -2.2 0.7
C -2.261 2.806 2.874 1.8 -1.5 0.8
O -2.138 4.043 3.478 -0.4 1.7 0.2
H -2.666 2.884 1.915 -1.1 0.0 -1.6
H -2.786 2.047 3.444 -0.5 0.4 0.4
H -1.253 2.386 2.768 -0.1 -0.3 0.0
H -2.071 4.702 2.763 -0.1 -0.3 0.7
C -4.051 2.690 -1.963 0.2 -1.3 0.6
O -3.155 2.830 -0.808 -1.7 -0.1 -0.9
H -3.914 1.687 -2.410 -0.1 0.2 0.3
H -3.860 3.344 -2.798 0.5 0.8 0.3
H -5.092 2.787 -1.666 0.0 0.1 0.2
H -3.331 2.026 -0.256 0.1 0.4 -0.2
C 3.490 -0.890 -0.766 0.7 0.2 -0.4
O 2.948 0.363 -0.422 1.7 1.2 -0.4
H 2.675 -1.482 -1.130 -0.1 -0.9 -0.5
H 3.939 -1.374 0.092 0.0 -0.3 0.4
H 4.327 -0.793 -1.514 -1.1 0.2 0.5
H 2.080 0.260 -0.066 -0.7 -0.4 0.2
C 0.088 -0.558 4.236 0.6 1.1 -2.1
O -1.214 -0.199 4.595 -1.1 0.2 0.8
H 0.714 -0.774 5.056 0.7 -0.5 1.0
H 0.532 0.337 3.730 0.0 -0.8 0.3
H 0.050 -1.384 3.514 0.1 0.0 0.4
H -1.297 -0.180 5.549 -0.2 0.0 0.0
C -1.954 -4.710 -2.446 -0.1 -0.4 -1.4
O -0.987 -3.770 -2.757 1.4 -0.5 -0.3
H -2.313 -4.477 -1.486 -1.3 0.0 1.3
H -1.551 -5.705 -2.426 0.5 -0.5 0.0
H -2.683 -4.704 -3.266 -0.6 -0.2 0.5
H -1.451 -2.941 -2.784 0.6 0.6 -0.2